C45H80Br18ClFN3O3 | wB97M-V/def2-TZVPD

Summary:
Multiplicity   1
E   -1334572.0348 eV
Molecular weight   2203.88 g mol⁻¹
Total charge   +1
HOMO   -0.3670 Ha
LUMO level   -2.91 eV
Max |F|   0.0224 hartree/bohr

Last column: Löwdin charge in e.
Geometry (Å):
C1 -4.05144 4.44492 3.24144  -0.081
C2 -3.64223 2.99844 3.00454  -0.233
O1 -3.37132 2.69579 1.62548  -0.148
C3 -3.46543 1.29454 1.43066  -0.160
C4 -2.41880 0.75460 0.44191  -0.310
C5 -2.74022 -0.73854 0.24039  -0.081
C6 -2.66551 -1.31997 -1.17762  -0.173
C7 -1.33823 -1.20246 -1.91666  -0.202
C8 -0.29007 -2.19791 -1.44056  -0.193
C9 1.09597 -1.83392 -1.93150  -0.207
C10 2.17429 -2.85151 -1.54549  -0.229
C11 3.51860 -2.23051 -1.13300  -0.178
C12 3.88487 -2.43104 0.34318  -0.192
C13 3.39074 -1.33601 1.28993  -0.231
C14 3.17050 -1.84175 2.73362  -0.176
C15 1.70081 -2.03433 3.04912  -0.179
C16 0.99828 -2.90445 2.03396  -0.149
N1 -0.36208 -3.25436 2.39416  -0.090
C17 -1.13305 -2.70839 3.39740  -0.109
C18 -2.35646 -3.33340 3.39294  -0.089
C19 -2.34090 -4.28523 2.35098  -0.094
C20 -1.10656 -4.21057 1.75207  -0.105
C21 -2.49095 1.60342 -0.83554  -0.034
C22 -1.40280 2.65012 -0.95223  -0.195
C23 -1.54044 3.46356 -2.24047  -0.087
C24 -1.47006 2.55978 -3.43268  -0.743
O2 -2.39063 2.10837 -4.02247  0.099
Cl1 0.17841 2.10106 -3.93294  0.774
N2 -0.07014 1.95299 -0.93331  -0.002
F1 0.92030 2.91910 -0.88429  0.066
C25 0.11937 1.02295 0.20890  0.009
C26 -1.08234 1.02629 1.12324  -0.196
O3 -0.77072 0.05913 2.15136  0.038
C27 -0.79409 0.51182 3.36152  -0.330
N3 -0.81434 0.87108 4.45679  0.246
H1 -3.46444 4.87919 4.03958  0.066
H2 -3.87362 5.06255 2.36515  -0.035
H3 -5.10936 4.51529 3.45037  0.078
H4 -4.43878 2.35224 3.35714  0.122
H5 -2.74445 2.78177 3.57886  0.101
H6 -4.45500 1.04267 1.05281  0.147
H7 -3.32868 0.78841 2.38499  0.135
H8 -3.76436 -0.88710 0.56646  0.127
H9 -2.15562 -1.36751 0.90457  0.109
H10 -3.45668 -0.91080 -1.80100  0.051
H11 -2.86665 -2.38230 -1.08585  0.128
H12 -1.53545 -1.43508 -2.96119  0.108
H13 -0.93082 -0.19412 -1.93506  0.064
H14 -0.56158 -3.16160 -1.85859  0.134
H15 -0.34027 -2.24064 -0.35357  0.086
H16 1.04948 -1.78953 -3.01783  0.049
H17 1.41436 -0.83780 -1.61528  0.087
H18 2.38706 -3.47816 -2.40236  0.082
H19 1.82537 -3.52217 -0.77678  0.008
H20 3.54061 -1.16300 -1.34930  0.104
H21 4.31439 -2.67413 -1.72023  0.105
H22 4.96790 -2.46725 0.41886  0.101
H23 3.51964 -3.40256 0.66572  0.098
H24 4.08400 -0.51176 1.31597  0.016
H25 2.44076 -0.95178 0.91043  0.081
H26 3.56224 -1.09010 3.41084  0.106
H27 3.74057 -2.75616 2.85814  0.117
H28 1.59019 -2.51949 4.01550  0.128
H29 1.21775 -1.06323 3.08453  0.088
H30 1.01872 -2.42298 1.06292  0.084
H31 1.56654 -3.82597 1.93084  0.134
H32 -0.77555 -1.92657 4.03595  0.094
H33 -3.16102 -3.13096 4.07342  0.094
H34 -3.12155 -4.96329 2.07200  0.092
H35 -0.76080 -4.78868 0.91623  0.103
H36 -2.46777 1.01534 -1.74456  0.100
H37 -3.41597 2.16629 -0.86846  0.157
H38 -1.41443 3.33762 -0.11960  0.141
H39 -0.76866 4.22228 -2.29163  0.127
H40 -2.49078 3.97854 -2.24054  0.148
H41 0.10498 1.43655 -1.80931  0.090
H42 0.29279 0.00920 -0.13163  0.118
H43 0.99060 1.32742 0.77689  0.078
H44 -1.12544 1.99889 1.60356  0.161
Br1 6.56108 1.08288 0.26821  0.641
C28 5.80962 2.87322 0.33296  -0.687
C29 5.11490 3.13427 1.64134  -0.655
Br2 3.41583 2.18258 1.72193  0.702
H45 5.13791 2.95527 -0.51463  0.047
H46 6.64334 3.55917 0.20367  0.064
H47 4.87619 4.18929 1.74959  0.062
H48 5.68646 2.80261 2.50091  0.056
Br3 8.64039 -2.16272 0.07226  0.582
C30 10.13567 -1.66304 1.21182  -0.688
C31 10.69841 -0.31934 0.83415  -0.706
Br4 11.76529 -0.40609 -0.78645  0.616
H49 10.86651 -2.45999 1.13173  0.051
H50 9.73594 -1.63493 2.22257  0.059
H51 11.37159 0.03748 1.60982  0.059
H52 9.92062 0.41634 0.65751  0.026
Br5 0.39444 -2.26024 -5.75409  0.659
C32 0.43742 -0.73019 -6.95307  -0.683
C33 -0.92782 -0.42070 -7.50856  -0.710
Br6 -1.45669 -1.67842 -8.88908  0.627
H53 1.16210 -0.95971 -7.72647  0.054
H54 0.79606 0.10346 -6.35384  0.031
H55 -0.92756 0.55627 -7.98673  0.061
H56 -1.69681 -0.45477 -6.74314  0.032
Br7 -2.21736 6.29903 0.96859  0.681
C34 -1.78575 8.18374 1.25597  -0.662
C35 -2.83019 8.84763 2.11120  -0.697
Br8 -4.45695 9.19276 1.11122  0.629
H57 -1.69752 8.63976 0.27627  0.051
H58 -0.81805 8.18969 1.75133  0.060
H59 -2.47359 9.81801 2.44713  0.063
H60 -3.10924 8.24500 2.96894  0.052
Br9 -2.32843 0.14209 8.58554  0.593
C36 -1.10764 1.42110 7.78481  -0.726
C37 -1.37798 2.82671 8.24649  -0.704
Br10 -2.95605 3.58112 7.38898  0.597
H61 -1.19970 1.31043 6.70929  -0.009
H62 -0.11474 1.10925 8.10060  -0.014
H63 -0.55312 3.47703 7.96688  0.037
H64 -1.54771 2.89360 9.31586  0.051
Br11 -4.88476 -1.20813 -4.32112  0.660
C38 -4.91769 0.30004 -5.55265  -0.697
C39 -6.26578 0.46242 -6.20121  -0.691
Br12 -6.55646 -0.87700 -7.57749  0.617
H65 -4.13376 0.12250 -6.28129  0.034
H66 -4.66643 1.17097 -4.95319  0.037
H67 -6.32573 1.42460 -6.70469  0.060
H68 -7.08290 0.37135 -5.49368  0.051
Br13 -7.33743 -3.41688 -9.87944  0.586
C40 -5.71935 -3.09445 -10.90814  -0.693
C41 -5.89043 -1.96007 -11.88189  -0.706
Br14 -6.94258 -2.48140 -13.42965  0.615
H69 -5.46923 -4.02931 -11.39746  0.051
H70 -4.95338 -2.84926 -10.17516  0.045
H71 -4.92435 -1.65302 -12.27526  0.057
H72 -6.39115 -1.10757 -11.43548  0.046
Br15 1.72097 -6.12313 -1.07608  0.693
C42 2.63261 -7.41213 -2.21523  -0.667
C43 2.98818 -6.80781 -3.54666  -0.696
Br16 1.43689 -6.62785 -4.70307  0.613
H73 1.97512 -8.26978 -2.30295  0.053
H74 3.53214 -7.69745 -1.67545  0.061
H75 3.68185 -7.45271 -4.08025  0.061
H76 3.41685 -5.81627 -3.44690  0.043
Br17 1.17259 -0.73068 10.22000  0.632
C44 2.64245 0.38409 10.83679  -0.691
C45 2.33942 1.85322 10.72643  -0.675
Br18 2.47649 2.49107 8.89026  0.630
H77 3.51613 0.09858 10.26130  0.049
H78 2.78838 0.11240 11.87936  0.060
H79 3.07046 2.43310 11.28390  0.058
H80 1.34051 2.09783 11.07108  0.052

Force components x, y, z for each atom (eV/Å):
C 0.05 -0.06 -0.68
C 0.04 0.54 0.34
O 0.08 -0.19 -0.13
C -0.05 0.09 -0.10
C -0.37 0.21 0.56
C 0.10 -0.36 -0.49
C 0.20 0.45 0.09
C -0.24 -0.73 -0.39
C -0.09 0.80 -0.03
C 0.18 -0.51 -0.23
C 0.49 0.71 -0.32
C 0.14 -0.14 0.48
C 0.10 0.31 -0.22
C -0.29 -0.62 0.25
C 0.02 0.62 -0.71
C -0.11 -0.47 0.19
C 0.19 -0.24 0.10
N -0.37 0.09 0.03
C -0.08 -0.30 -0.28
C 0.14 0.22 0.04
C 0.32 0.11 -0.16
C -0.46 0.01 0.16
C 0.18 0.06 -0.13
C -0.25 0.19 -0.51
C 0.69 0.05 0.12
C -0.92 -0.07 -0.69
O 0.16 0.14 0.08
Cl 0.37 -0.02 -0.13
N 0.11 -0.12 0.63
F 0.00 -0.05 -0.12
C -0.01 -0.63 0.84
C 0.14 0.49 -0.01
O -0.01 0.00 -0.14
C -0.09 -0.03 0.13
N 0.06 -0.01 -0.29
H -0.06 0.06 0.33
H -0.05 -0.21 0.02
H -0.22 0.08 0.25
H -0.10 -0.26 0.06
H 0.15 -0.23 0.14
H -0.23 -0.03 -0.03
H -0.04 -0.26 0.12
H -0.21 -0.07 0.14
H 0.24 0.05 0.25
H -0.16 0.07 -0.01
H -0.20 -0.23 0.00
H -0.01 0.17 -0.29
H 0.08 0.22 0.11
H -0.01 -0.37 0.25
H 0.11 -0.31 0.17
H 0.00 0.21 -0.16
H -0.09 0.22 0.23
H -0.26 -0.27 -0.20
H -0.17 -0.02 0.32
H 0.01 0.19 -0.15
H 0.14 -0.06 -0.23
H 0.24 -0.11 0.14
H -0.06 -0.21 0.06
H 0.25 0.22 -0.27
H -0.09 0.27 -0.07
H 0.15 -0.05 0.32
H 0.05 -0.23 0.24
H -0.03 0.15 0.29
H -0.05 0.20 0.17
H -0.11 0.08 -0.21
H 0.04 -0.25 -0.06
H 0.19 0.00 0.18
H -0.11 0.04 0.13
H -0.19 -0.13 -0.05
H 0.42 0.01 -0.08
H -0.18 -0.28 0.02
H -0.28 0.08 0.07
H 0.17 0.11 0.39
H 0.23 0.09 -0.05
H -0.35 -0.08 0.05
H 0.08 0.24 -0.15
H 0.08 -0.05 -0.47
H 0.24 0.27 -0.22
H -0.21 0.22 0.15
Br 0.01 -0.03 -0.04
C 0.18 -0.15 0.03
C -0.11 0.14 -0.08
Br -0.04 0.12 0.16
H -0.03 0.07 0.00
H 0.02 0.01 0.04
H -0.05 0.00 -0.03
H 0.04 -0.04 -0.01
Br -0.02 -0.03 -0.03
C -0.16 0.03 0.05
C 0.17 0.00 -0.07
Br -0.06 0.02 -0.01
H 0.04 0.00 -0.01
H 0.00 0.02 0.01
H 0.00 -0.02 0.03
H -0.04 0.01 0.03
Br 0.01 -0.05 -0.06
C -0.04 -0.01 0.17
C -0.02 0.00 -0.19
Br -0.03 -0.02 0.06
H -0.01 0.00 -0.05
H -0.01 0.03 -0.01
H 0.03 0.02 0.01
H 0.01 0.01 0.05
Br 0.28 0.17 -0.32
C 0.12 -0.11 0.04
C -0.13 0.12 -0.10
Br -0.01 -0.05 0.03
H -0.03 0.01 -0.02
H -0.01 -0.03 0.04
H 0.03 0.01 0.00
H 0.04 -0.01 0.03
Br -0.09 -0.03 -0.03
C 0.01 -0.09 0.05
C 0.03 0.04 -0.12
Br -0.04 0.02 0.00
H 0.03 0.05 0.08
H 0.03 0.03 0.03
H 0.02 -0.01 -0.01
H -0.01 -0.02 0.03
Br 0.08 0.01 -0.06
C -0.02 0.06 0.18
C 0.03 -0.07 -0.27
Br -0.07 0.00 0.09
H 0.00 -0.01 -0.04
H -0.02 0.02 0.00
H 0.03 0.03 0.03
H 0.01 0.01 0.05
Br -0.01 -0.08 -0.09
C -0.02 0.04 0.19
C 0.01 -0.04 -0.17
Br -0.03 0.02 0.04
H 0.01 -0.01 -0.04
H 0.01 0.03 0.00
H 0.03 -0.01 0.02
H 0.01 0.02 0.04
Br -0.06 -0.37 0.05
C 0.04 0.05 0.12
C -0.09 -0.08 -0.14
Br 0.00 0.09 0.04
H -0.01 -0.02 -0.06
H 0.02 0.03 0.01
H 0.01 -0.03 0.01
H 0.05 0.00 0.03
Br 0.04 0.13 -0.07
C -0.12 -0.18 0.07
C 0.09 0.07 -0.07
Br -0.06 -0.02 0.01
H 0.04 0.02 0.00
H 0.02 0.04 0.02
H 0.02 -0.01 0.02
H -0.03 -0.01 0.01